ORCA calculation (ωB97M-V/def2-TZVPD) on a molecular structure, C31H25Cl3CuNOP2.

Computed properties:
HOMO (spin up / spin down): -10.577 / -10.515 eV
LUMO energy (spin up / spin down): -2.264 / -5.551 eV
Frontier orbital gap (spin up / spin down): 8.313 / 4.964 eV

Geometry as ORCA input:
```
! RIJCOSX wB97M-V def2-TZVPD def2/J DEFGRID3
* xyz 1 2
Cu -0.360 -1.053 1.049
C 0.974 1.783 -1.862
N 0.483 0.839 -0.859
P -1.145 0.440 -0.567
C -1.997 2.008 -0.257
C -2.363 2.896 -1.270
C -2.918 4.126 -0.950
C -3.115 4.476 0.379
C -2.762 3.597 1.393
C -2.206 2.367 1.074
C -1.769 -0.129 -2.170
C -3.120 -0.026 -2.497
C -3.593 -0.561 -3.685
C -2.723 -1.207 -4.554
C -1.380 -1.324 -4.228
C -0.904 -0.793 -3.039
P 1.491 -0.016 0.207
C 2.719 -0.821 -0.854
C 3.816 -0.155 -1.398
C 4.650 -0.808 -2.293
C 4.393 -2.124 -2.651
C 3.303 -2.794 -2.113
C 2.470 -2.145 -1.215
C 2.404 1.245 1.131
C 1.838 2.494 1.370
C 2.495 3.412 2.178
C 3.708 3.083 2.763
C 4.269 1.831 2.541
C 3.621 0.914 1.730
H 0.161 2.426 -2.196
H 1.387 1.261 -2.728
H 1.753 2.414 -1.432
H -2.227 2.624 -2.309
H -3.199 4.810 -1.739
H -3.552 5.435 0.624
H -2.926 3.865 2.428
H -1.936 1.674 1.864
H -3.808 0.476 -1.827
H -4.642 -0.472 -3.934
H -3.094 -1.619 -5.483
H -0.698 -1.829 -4.900
H 0.147 -0.894 -2.789
H 4.019 0.872 -1.122
H 5.502 -0.289 -2.712
H 5.048 -2.631 -3.348
H 3.107 -3.823 -2.387
H 1.625 -2.672 -0.784
H 0.886 2.755 0.921
H 2.056 4.386 2.349
H 4.218 3.801 3.392
H 5.214 1.570 3.000
H 4.069 -0.057 1.559
Cl -3.309 -4.899 6.321
C -2.653 -4.297 4.867
C -2.081 -3.014 4.866
C -1.557 -2.536 3.704
Cl -0.835 -0.975 3.642
C -1.568 -3.300 2.476
O -1.085 -2.865 1.410
C -2.176 -4.613 2.548
Cl -2.214 -5.542 1.121
C -2.701 -5.092 3.717
H -2.062 -2.430 5.775
H -3.151 -6.073 3.756
*
```

***

ORCA calculation (ωB97M-V/def2-TZVPD) on a molecular structure, C31H25F15N4P2ReS.

Computed properties:
HOMO (spin up / spin down): -17.551 / -17.554 eV
LUMO energy (spin up / spin down): -11.913 / -11.919 eV
Frontier orbital gap (spin up / spin down): 5.638 / 5.635 eV

Geometry as ORCA input:
```
! RIJCOSX wB97M-V def2-TZVPD def2/J DEFGRID3
* xyz 3 1
Re -0.497 -0.278 -1.038
C 3.836 -4.661 -3.231
C 2.408 -4.790 -2.735
N 2.126 -3.780 -1.676
C 1.143 -2.913 -1.709
S 1.000 -1.796 -0.297
N 0.264 -2.810 -2.651
N -0.674 -1.863 -2.385
C -1.757 -1.850 -3.120
C -1.943 -2.720 -4.301
C -2.819 -0.952 -2.636
C -4.033 -0.803 -3.239
C -4.973 0.077 -2.674
C -4.643 0.784 -1.540
C -3.392 0.593 -0.970
N -2.512 -0.276 -1.492
H 4.001 -5.389 -4.024
H 4.557 -4.870 -2.439
H 4.030 -3.666 -3.634
H 2.232 -5.773 -2.302
H 1.688 -4.634 -3.532
H 2.749 -3.769 -0.882
H -0.996 -3.121 -4.640
H -2.429 -2.171 -5.108
H -2.597 -3.559 -4.037
H -4.265 -1.348 -4.143
H -5.943 0.203 -3.138
H -5.329 1.487 -1.087
H -3.079 1.145 -0.098
F 3.582 -4.361 4.262
C 3.072 -3.378 5.013
F 2.212 -3.910 5.874
F 4.067 -2.812 5.689
C 2.394 -2.368 4.105
C 3.182 -1.451 3.418
C 2.595 -0.558 2.541
C 1.202 -0.574 2.376
C 0.413 -1.491 3.090
C 1.015 -2.388 3.951
P 0.364 0.573 1.322
C 1.431 1.803 0.635
C 2.598 1.389 -0.038
C 3.390 2.329 -0.670
C 3.022 3.670 -0.640
C 1.875 4.086 0.021
C 1.066 3.154 0.648
C 3.909 4.675 -1.352
F 5.054 4.813 -0.692
F 4.186 4.241 -2.583
F 3.320 5.862 -1.443
C -1.062 1.187 2.204
C -2.311 0.574 2.045
C -3.372 0.980 2.835
C -3.186 1.987 3.776
C -1.942 2.561 3.971
C -0.867 2.153 3.194
C -4.379 2.409 4.610
F -4.097 3.451 5.378
F -5.396 2.735 3.803
F -4.776 1.398 5.380
H 4.252 -1.430 3.581
H 3.214 0.169 2.032
H -0.665 -1.491 2.988
H 0.419 -3.093 4.515
H 2.887 0.346 -0.062
H 4.288 2.025 -1.192
H 1.605 5.133 0.030
H 0.149 3.482 1.115
H -2.442 -0.249 1.354
H -4.343 0.509 2.735
H -1.805 3.318 4.731
H 0.111 2.580 3.375
F -0.381 1.459 -1.459
P -1.309 3.010 -3.605
F -2.588 2.862 -2.676
F 0.171 2.803 -4.047
F -1.537 1.467 -3.944
F -0.829 4.133 -2.641
F -1.909 3.731 -4.796
*
```

***

ORCA calculation (ωB97M-V/def2-TZVPD) on a molecular structure, C31H25IIrN7O8.

Computed properties:
HOMO (spin up / spin down): -8.304 / -11.527 eV
Energy above the lowest of the compared OMol25 structures with the same formula, charge and spin: 2.2651 eV
LUMO energy (spin up / spin down): -2.662 / -5.322 eV
Frontier orbital gap (spin up / spin down): 5.642 / 6.205 eV

Geometry as ORCA input:
```
! RIJCOSX wB97M-V def2-TZVPD def2/J DEFGRID3
* xyz 1 6
Ir -1.329 1.857 -1.068
O -1.741 0.848 -7.264
C -1.759 1.013 -5.929
C -2.352 2.137 -5.318
C -2.291 2.242 -3.961
N -1.725 1.322 -3.154
C -1.204 0.186 -3.749
C -1.184 0.047 -5.147
C -0.679 -0.859 -2.964
O 0.008 -1.810 -3.233
O -1.021 -0.641 -1.521
C -2.833 3.443 -3.262
O -3.475 4.285 -3.841
O -2.533 3.465 -1.985
H -2.162 1.599 -7.700
H -2.840 2.923 -5.879
H -0.731 -0.833 -5.582
O 0.987 1.104 -1.276
C 1.119 -0.028 -0.809
N 2.164 -0.608 -0.212
C 1.895 -1.994 0.221
C 0.436 -2.190 -0.292
O -0.270 -3.150 -0.214
N 0.093 -0.954 -0.803
C 2.838 -2.979 -0.467
C 2.723 -3.170 -1.841
C 3.586 -4.033 -2.494
C 4.570 -4.708 -1.782
C 4.690 -4.513 -0.416
C 3.823 -3.651 0.245
C 1.898 -2.115 1.741
C 2.477 -1.144 2.545
C 2.533 -1.310 3.925
C 1.977 -2.461 4.525
C 1.389 -3.431 3.726
C 1.351 -3.279 2.348
H 3.077 -0.186 -0.207
H 1.951 -2.656 -2.409
H 3.485 -4.183 -3.562
H 5.239 -5.389 -2.292
H 5.459 -5.032 0.143
H 3.927 -3.505 1.312
H 2.909 -0.254 2.106
H 3.022 -0.561 4.536
H 2.034 -2.596 5.598
H 0.979 -4.327 4.175
H 0.913 -4.051 1.728
I -4.003 2.012 0.329
C -2.867 3.721 0.768
C -3.395 4.786 1.466
C -2.593 5.913 1.591
C -1.325 5.917 1.034
C -0.877 4.786 0.380
N -1.646 3.701 0.256
H -4.394 4.747 1.877
H -2.966 6.783 2.116
H -0.687 6.787 1.098
H 0.115 4.718 -0.043
C -1.878 -0.651 4.153
N -1.201 0.044 3.071
C -0.368 1.213 3.283
C -0.126 1.689 1.859
O 0.590 2.600 1.534
N -0.894 0.893 1.002
C -1.479 -0.046 1.769
N -2.220 -1.011 1.237
H -1.183 -0.765 4.983
H -2.178 -1.650 3.844
H -2.757 -0.099 4.492
H 0.572 0.948 3.764
H -0.868 1.985 3.872
H -2.240 -1.112 0.233
H -2.559 -1.777 1.791
*
```

***

ORCA calculation (ωB97M-V/def2-TZVPD) on 2 unconnected molecules or ions with the total composition C31H25N2O.

Computed properties:
HOMO: -10.378 eV
Energy above the lowest of the compared OMol25 structures with the same formula, charge and spin: 0.0000 eV
LUMO energy: -3.991 eV
Frontier orbital gap: 6.387 eV

Geometry as ORCA input:
```
! RIJCOSX wB97M-V def2-TZVPD def2/J DEFGRID3
* xyz 1 1
C -1.122 -2.845 -3.479
C -1.406 -3.344 -2.202
C -0.783 -2.794 -1.082
C 0.137 -1.755 -1.237
C 0.767 -1.123 -0.057
C 2.007 -0.494 -0.193
N 2.828 -0.101 0.866
C 2.754 -0.678 2.110
C 3.655 -0.344 3.112
C 4.587 0.657 2.906
C 4.692 1.270 1.653
C 3.815 0.875 0.604
C 3.939 1.448 -0.659
C 5.001 2.312 -0.937
C 5.868 2.722 0.096
C 5.700 2.238 1.380
O 0.146 -1.075 1.053
C 0.387 -1.231 -2.514
C -0.226 -1.787 -3.637
H -1.620 -3.271 -4.352
H -2.125 -4.159 -2.073
H -1.017 -3.132 -0.070
H 2.544 -0.599 -1.141
H 1.947 -1.376 2.293
H 3.591 -0.882 4.056
H 5.264 0.938 3.712
H 3.203 1.222 -1.427
H 5.159 2.670 -1.957
H 6.680 3.417 -0.126
H 6.365 2.557 2.188
H 1.045 -0.370 -2.605
H -0.007 -1.389 -4.632
C -0.128 1.831 1.660
C -0.846 0.558 1.684
N -1.964 0.414 0.948
C -2.911 -0.613 1.139
C -3.062 -1.402 2.262
C -4.167 -2.259 2.291
C -5.057 -2.295 1.210
C -4.908 -1.470 0.089
C -3.819 -0.607 0.060
C -3.415 0.451 -0.829
C -2.275 1.075 -0.266
C -1.684 2.180 -0.863
C -2.263 2.683 -2.030
C -3.376 2.059 -2.597
C -3.965 0.939 -2.008
H 0.465 1.820 2.577
H 0.559 1.827 0.802
H -0.723 2.765 1.674
H -0.768 -0.049 2.585
H -2.335 -1.330 3.066
H -4.320 -2.877 3.170
H -5.908 -2.966 1.266
H -5.618 -1.446 -0.737
H -0.806 2.632 -0.425
H -1.832 3.575 -2.470
H -3.802 2.480 -3.501
H -4.849 0.447 -2.404
*
```

***

Max |F|, respectively: 0.003, 0.014, 0.022, 0.052 Eh/bohr.